24
Properties=species:S:1:pos:R:3:forces:R:3:nbo_charge:R:1 method="wB97M-V/def2-TZVPD" homo_lumo_gap_ev=10.0 homo_ha=-0.3509 smiles=NC[C@@H](O)C[SiH2]CB(O)O spin_multiplicity=1
N -3.430208 1.583991 0.084190 0.2 -0.3 0.1 -0.83
C -2.395264 1.439780 1.123608 -0.4 0.1 -0.1 -0.24
C -1.071073 0.986531 0.524853 0.3 -0.1 0.1 0.09
O 0.043995 1.573033 1.194559 0.0 0.1 -0.2 -0.72
C -0.930255 -0.541188 0.511652 -0.3 0.1 -0.2 -0.88
Si 0.170772 -1.197487 -0.858607 0.2 0.1 0.1 1.17
C 1.774108 -0.217714 -1.011722 0.1 -0.1 0.1 -1.27
B 2.970382 -1.144862 -0.651628 0.0 -0.3 0.2 1.18
O 3.648380 -1.010019 0.549456 -0.2 0.5 -0.1 -0.93
O 3.283139 -2.211781 -1.492192 0.0 0.4 -0.2 -0.94
H -3.240402 0.940213 -0.676038 0.0 0.0 0.0 0.35
H -4.330245 1.303070 0.451140 -0.1 0.1 0.0 0.36
H -2.259301 2.404316 1.614336 0.1 0.1 -0.1 0.19
H -2.705017 0.724177 1.891616 0.1 -0.1 0.1 0.17
H -1.015284 1.368033 -0.497908 0.0 0.1 0.0 0.17
H -0.161513 1.640983 2.129185 0.0 -0.1 0.2 0.47
H -1.923402 -0.975297 0.352793 0.0 -0.1 0.0 0.23
H -0.602312 -0.879364 1.494974 0.1 0.0 0.1 0.24
H 0.484128 -2.615466 -0.564063 -0.1 0.0 -0.1 -0.17
H -0.573675 -1.132850 -2.139431 -0.1 0.0 0.0 -0.18
H 1.894441 0.083207 -2.054450 -0.1 -0.1 -0.1 0.27
H 1.757101 0.677902 -0.395319 -0.2 0.0 0.1 0.28
H 4.562894 -0.741502 0.463905 0.3 -0.3 0.2 0.50
H 4.048614 -2.057704 -2.044909 0.2 -0.3 -0.1 0.50

***

26
Properties=species:S:1:pos:R:3:forces:R:3:nbo_charge:R:1 method="wB97M-V/def2-TZVPD" charge=-1 homo_lumo_gap_ev=7.9 e_above_lowest_kcal_mol=177.53 homo_ha=-0.1732 spin_multiplicity=1
I -8.479670 -4.597360 -12.218920 -10.2 0.2 -1.3 -0.31
C -4.414630 -4.488470 -10.028650 -0.2 0.4 -0.1 -0.62
C -5.573840 -3.881290 -10.786090 -1.3 -2.1 -0.2 -0.09
O -6.143340 -4.898490 -11.662470 7.1 -0.1 1.6 -0.76
H -3.670480 -4.833430 -10.746530 0.2 0.1 0.1 0.20
H -4.699890 -5.336740 -9.406420 -0.2 0.0 -0.1 0.21
H -4.038880 -3.694600 -9.383140 0.5 -0.1 0.1 0.19
H -5.289370 -2.950250 -11.276340 0.1 0.0 -0.3 0.15
H -6.429060 -3.697260 -10.135840 0.2 0.7 0.6 0.17
H -6.993360 -4.557000 -11.949640 5.5 0.7 0.7 0.31
C -8.795530 -8.148760 -12.582780 1.4 -0.7 -0.6 0.76
O -8.963060 -9.282250 -12.196890 -0.5 -2.3 0.7 -0.73
N -7.846330 -7.896170 -13.516740 0.7 -0.3 -1.0 -0.87
N -9.391670 -7.101130 -12.116190 -3.1 -1.4 1.2 -0.84
H -7.683160 -6.977610 -13.903680 0.3 -0.3 0.2 0.40
H -7.250820 -8.701090 -13.649260 0.1 0.6 -0.4 0.39
H -9.147690 -6.180290 -12.451820 -1.4 -2.1 -0.2 0.31
H -10.142790 -7.305210 -11.472560 0.1 0.4 -0.1 0.39
C -9.012510 -1.172220 -12.680920 0.0 2.5 0.2 0.74
O -8.933920 0.032420 -12.862470 -0.6 1.9 -0.6 -0.74
N -10.092580 -1.854470 -12.472050 -4.5 -0.4 0.3 -0.86
N -7.982490 -1.916110 -12.571260 5.4 1.2 -0.4 -0.85
H -9.995520 -2.848200 -12.319760 -0.8 0.1 0.0 0.39
H -10.963510 -1.344420 -12.509770 0.1 -0.5 0.1 0.39
H -8.047830 -2.919190 -12.473020 1.0 2.0 -0.5 0.30
H -7.133820 -1.402470 -12.761110 0.2 -0.5 0.1 0.38

***

19
Properties=species:S:1:pos:R:3:forces:R:3:nbo_charge:R:1 method="wB97M-V/def2-TZVPD" charge=+1 homo_lumo_gap_ev=10.5 e_above_lowest_kcal_mol=69.04 homo_ha=-0.5316 spin_multiplicity=1
C -1.181388 0.321719 -0.676382 -0.9 1.4 5.4 -0.14
C -0.658275 1.525711 0.126697 2.8 -0.4 -0.5 -0.65
N -2.222448 -0.421005 0.386584 1.5 4.8 3.9 -0.74
H -1.704996 0.726679 -1.423092 -2.4 0.5 -3.2 0.22
H -0.425532 -0.333256 -0.889739 1.3 -1.9 -0.6 0.24
H -1.348041 2.344771 0.225413 -0.2 0.5 -0.7 0.24
H 0.449965 1.850148 -0.279306 -3.1 -0.6 0.9 0.27
H -2.926024 0.273924 0.925430 1.1 -1.6 -2.7 0.46
H -2.647483 -1.270746 0.176951 -1.1 -1.8 -0.8 0.44
H -1.704533 -0.527731 1.332257 0.0 -0.7 -2.2 0.44
H -0.524545 1.206773 1.150191 0.7 -0.1 0.4 0.21
C 2.257132 -0.360976 0.642617 2.6 -0.7 1.7 -0.64
C 1.928385 -0.986163 -0.679594 -2.7 -2.8 -1.7 -0.63
H 1.749629 -0.831940 1.662282 1.2 1.2 -2.9 0.21
H 3.441791 -0.560645 0.714260 -2.7 1.1 0.6 0.25
H 2.026273 0.714338 0.515291 0.5 -0.5 0.9 0.21
H 1.028296 -1.649448 -0.540837 0.8 -0.2 0.0 0.18
H 2.605884 -1.632124 -1.313452 -0.1 0.8 1.4 0.25
H 1.461325 -0.365449 -1.441765 0.6 1.0 0.0 0.19

***

19
Properties=species:S:1:pos:R:3:forces:R:3:nbo_charge:R:1 method="wB97M-V/def2-TZVPD" charge=+1 homo_lumo_gap_ev=10.6 e_above_lowest_kcal_mol=46.01 homo_ha=-0.5309 spin_multiplicity=1
C -2.796139 0.864432 -1.829437 -1.1 -1.9 -0.1 -0.62
C -2.374369 -0.692158 -1.876690 -0.1 3.9 -0.1 -0.59
H -2.366696 1.428808 -1.022724 1.1 0.3 0.0 0.19
H -2.659066 1.205157 -2.829545 0.7 1.0 -0.4 0.22
H -3.844940 1.106693 -1.645682 -0.3 -0.9 -0.1 0.22
H -1.382567 -0.685559 -1.502594 1.2 -0.5 0.2 0.17
H -2.409986 -1.037678 -2.877512 0.0 -0.4 -0.8 0.22
H -2.971952 -1.259279 -1.267413 -1.4 -1.5 1.5 0.21
C 1.442870 0.891234 0.418232 -2.7 0.3 1.6 -0.43
N 1.250586 -0.450523 1.159468 4.1 -1.4 -1.9 -0.53
C 2.478584 -0.651410 2.124277 -1.2 1.0 0.7 -0.42
H 1.959195 1.657493 0.994298 0.9 -0.7 0.1 0.24
H 0.423731 1.352298 0.513686 0.7 -0.5 -1.4 0.25
H 1.861440 0.662222 -0.549268 -0.2 0.4 -0.2 0.25
H 0.379345 -0.548895 1.686580 0.2 0.0 -0.4 0.45
H 1.388983 -1.210657 0.352089 -1.2 1.7 2.5 0.46
H 2.523388 0.313380 2.707332 -0.3 -1.5 0.0 0.24
H 2.398956 -1.610147 2.644997 -0.5 0.6 0.4 0.25
H 3.440389 -0.692768 1.661185 0.2 0.1 -1.3 0.24

***

19
Properties=species:S:1:pos:R:3:forces:R:3:nbo_charge:R:1 method="wB97M-V/def2-TZVPD" charge=+1 homo_lumo_gap_ev=10.7 e_above_lowest_kcal_mol=10.06 homo_ha=-0.5367 spin_multiplicity=1
C -0.849136 0.746912 -0.914194 0.5 -0.2 -0.2 -0.22
C -2.055179 -0.102353 -1.207273 -0.6 0.1 0.0 -0.65
N -1.014490 2.142088 -1.484389 -0.3 0.0 0.1 -0.67
H -0.612974 0.859148 0.139330 -0.2 0.0 0.1 0.24
H 0.030895 0.332246 -1.406244 0.0 0.1 0.1 0.23
H -2.415064 0.058375 -2.225290 0.1 -0.1 -0.1 0.22
H -2.899249 0.095989 -0.543820 0.1 0.1 0.1 0.24
H -1.939497 2.523266 -1.241488 0.3 0.0 -0.1 0.44
H -0.296787 2.771878 -1.122530 0.0 0.1 -0.1 0.45
H -0.939722 2.116617 -2.504859 -0.1 0.1 0.1 0.44
H -1.803159 -1.154167 -1.110027 0.1 0.0 0.0 0.27
C 1.095180 -1.369450 1.700581 -0.4 -0.3 -0.4 -0.60
C 2.604026 -1.219098 1.740513 0.3 0.5 0.2 -0.61
H 0.806349 -2.421546 1.703835 0.0 0.0 0.1 0.22
H 0.517512 -0.886591 2.492656 0.4 0.1 0.1 0.21
H 0.720608 -0.967140 0.754174 0.0 0.0 -0.1 0.16
H 2.918445 -0.192052 1.518011 -0.1 -0.1 0.1 0.20
H 3.090975 -1.857567 1.007460 -0.1 -0.1 -0.1 0.21
H 3.041265 -1.476553 2.703557 -0.1 0.0 0.1 0.22

***

19
Properties=species:S:1:pos:R:3:forces:R:3:nbo_charge:R:1 method="wB97M-V/def2-TZVPD" charge=+1 homo_lumo_gap_ev=10.8 e_above_lowest_kcal_mol=26.30 homo_ha=-0.5313 spin_multiplicity=1
C 2.270324 1.461095 -1.827432 -0.6 -0.3 -0.7 -0.61
C 2.492706 0.024479 -1.378981 0.2 -0.4 -0.4 -0.60
H 1.202619 1.436665 -2.085587 0.0 1.0 0.3 0.19
H 2.580738 2.298412 -1.210479 -0.3 -0.2 0.5 0.21
H 2.732938 1.645221 -2.797785 0.3 -0.2 0.0 0.22
H 2.050202 -0.558757 -2.191695 0.3 -0.3 0.1 0.20
H 1.947969 -0.292571 -0.485356 0.1 0.4 0.2 0.17
H 3.527682 -0.292404 -1.259345 0.0 0.1 0.0 0.22
C -1.080198 0.660844 0.679819 0.0 -2.1 0.7 -0.39
N -2.129000 -0.403730 1.105024 0.3 1.1 -0.3 -0.50
C -1.541499 -1.716553 1.465705 1.1 -1.0 -0.4 -0.45
H -1.520720 1.477438 0.124979 -0.2 0.2 0.4 0.25
H -0.426335 0.071195 0.041456 0.3 0.5 -0.1 0.23
H -0.601853 0.860920 1.631750 0.4 0.8 -0.3 0.23
H -2.599809 -0.042717 1.930437 -0.6 0.1 -0.3 0.44
H -2.750284 -0.455609 0.300744 -0.5 -0.4 0.4 0.44
H -2.080550 -2.562762 1.057650 -0.4 0.2 -0.3 0.25
H -0.537076 -1.753783 1.042724 -0.1 0.0 0.0 0.23
H -1.447654 -1.923779 2.528915 -0.2 0.7 0.1 0.25

***

19
Properties=species:S:1:pos:R:3:forces:R:3:nbo_charge:R:1 method="wB97M-V/def2-TZVPD" charge=+1 homo_lumo_gap_ev=11.2 e_above_lowest_kcal_mol=22.82 homo_ha=-0.5497 spin_multiplicity=1
C -0.588923 -1.872464 1.009425 0.0 -1.2 0.0 -0.23
C -0.368902 -0.723968 1.938363 -0.2 1.1 0.7 -0.66
N -0.009789 -1.637660 -0.390380 -1.8 -0.3 0.1 -0.68
H -0.138910 -2.817883 1.307438 0.5 0.2 0.3 0.23
H -1.644977 -2.176584 0.979752 0.1 0.6 -0.7 0.24
H -0.642312 -1.029602 2.949277 0.1 -0.2 0.0 0.27
H -1.055559 0.121730 1.749562 0.3 -0.4 -0.3 0.24
H 0.999023 -1.804784 -0.391779 -0.1 0.6 -0.2 0.45
H -0.455153 -2.290156 -1.046492 0.4 -0.2 0.1 0.44
H -0.333620 -0.723256 -0.731629 0.9 0.2 0.1 0.46
H 0.645302 -0.304378 1.998592 -0.2 -0.4 -0.2 0.24
C 1.203162 1.726430 -0.892237 -2.4 0.1 1.5 -0.64
C -0.209814 1.996813 -1.459874 -0.4 0.6 -0.8 -0.66
H 1.692824 1.049007 -1.568454 1.0 0.3 0.1 0.21
H 1.573897 2.696832 -0.614711 1.3 0.2 -0.8 0.25
H 1.102624 1.340461 0.128923 0.2 -0.8 -0.2 0.19
H -0.353680 3.066403 -1.592830 0.2 0.2 -0.3 0.24
H -0.280009 1.583030 -2.473660 -0.3 0.0 0.3 0.21
H -1.135182 1.800029 -0.899284 0.5 -0.8 0.2 0.20

***

20
Properties=species:S:1:pos:R:3:forces:R:3:nbo_charge:R:1 method="wB97M-V/def2-TZVPD" homo_lumo_gap_ev=10.3 e_above_lowest_kcal_mol=3.79 homo_ha=-0.3443 smiles=CCN.CCN spin_multiplicity=1
C 0.137758 2.770354 -0.897317 -0.2 0.0 -0.1 -0.62
C -0.445640 1.381935 -1.086522 0.4 -0.1 -0.3 -0.22
N -0.449790 0.991569 -2.510746 0.3 0.1 0.0 -0.83
H -0.380641 3.484934 -1.539514 0.0 0.0 0.0 0.21
H 0.021894 3.111249 0.129521 0.1 0.0 0.1 0.21
H 1.197032 2.783111 -1.157410 0.0 0.0 0.0 0.20
H 0.154724 0.672941 -0.509914 -0.1 0.0 0.2 0.16
H -1.466116 1.353598 -0.712778 -0.1 0.0 0.1 0.18
H 0.234380 1.555816 -3.006760 -0.1 0.0 0.0 0.35
H -0.108243 0.041825 -2.608826 -0.2 0.0 0.0 0.35
C -0.653915 -2.067012 2.348772 0.1 0.2 -0.1 -0.61
C 0.013930 -1.893832 0.987835 0.1 -0.1 0.5 -0.22
N 1.330283 -1.270129 1.175404 -0.2 0.3 -0.1 -0.83
H -0.600718 -1.119920 2.890526 -0.1 0.0 0.1 0.20
H -1.707108 -2.324013 2.247105 0.0 -0.1 0.0 0.21
H -0.154654 -2.822863 2.949640 0.1 0.0 0.0 0.21
H 0.189912 -2.869759 0.537283 -0.1 0.0 -0.2 0.19
H -0.670237 -1.322361 0.353969 0.1 0.0 -0.2 0.16
H 1.789851 -1.124474 0.282901 0.0 -0.1 0.0 0.35
H 1.208287 -0.337688 1.567947 0.0 -0.2 0.0 0.35

***

20
Properties=species:S:1:pos:R:3:forces:R:3:nbo_charge:R:1 method="wB97M-V/def2-TZVPD" homo_lumo_gap_ev=10.0 e_above_lowest_kcal_mol=25.58 homo_ha=-0.3214 smiles=CCN.CNC spin_multiplicity=1
C 3.875313 -3.059686 0.995610 -0.7 -0.5 0.2 -0.62
C 3.292497 -3.801816 2.208484 -0.3 0.1 0.3 -0.21
N 4.205366 -3.945973 3.324771 0.2 -0.6 0.6 -0.85
H 2.999151 -2.507970 0.653472 0.5 0.2 -0.8 0.21
H 4.257694 -3.740124 0.236486 -0.2 0.0 -0.1 0.21
H 4.687197 -2.362807 1.196836 -0.1 0.1 0.5 0.21
H 2.936654 -4.812938 1.978622 0.5 0.0 -0.5 0.18
H 2.314051 -3.345789 2.448812 0.4 0.5 0.4 0.15
H 3.726269 -4.298026 4.142536 0.0 -0.1 0.0 0.35
H 4.764150 -3.169933 3.643904 -0.3 0.5 -0.5 0.36
C -4.396887 2.513474 -2.261519 -0.2 1.4 -0.1 -0.41
N -3.581327 3.332065 -1.354101 0.0 -1.0 0.3 -0.63
C -2.870805 4.347058 -2.090003 -0.7 1.3 -0.4 -0.42
H -3.746132 2.056996 -3.004292 -0.1 -0.5 0.2 0.19
H -5.065336 3.194491 -2.818215 0.0 -0.2 -0.2 0.15
H -5.078638 1.853124 -1.731510 0.5 -0.5 0.1 0.20
H -4.198200 3.686270 -0.638781 0.2 0.4 0.0 0.35
H -1.849869 4.102668 -2.388367 -0.2 -0.5 -0.2 0.19
H -3.506083 4.642329 -2.945461 0.6 -0.2 -0.4 0.16
H -2.765065 5.316584 -1.597286 -0.1 -0.3 0.7 0.20

***

21
Properties=species:S:1:pos:R:3:forces:R:3:mulliken_spin:R:1 method="wB97M-V/def2-TZVPD" charge=-1 homo_lumo_gap_ev="2.4 / 9.1" e_above_lowest_kcal_mol=43.02 homo_ha="0.0512 / -0.1985" spin_multiplicity=2 s_squared=0.750
C 1.254721 -1.464670 -2.145247 -0.4 -4.4 -1.7 0.70
C -0.127858 -0.981510 -2.311263 -1.7 3.9 -1.1 0.36
C -0.956667 -0.627731 -1.048292 1.1 -0.9 0.4 -0.14
N -0.767539 0.736789 -0.537176 -0.1 -0.5 1.4 -0.19
C -1.109040 0.776705 0.943504 1.5 1.7 0.3 1.16
N -0.377531 1.918860 1.723143 -0.9 -5.8 0.4 1.17
H 1.312704 -2.439387 -1.577438 -0.1 1.4 0.5 -0.11
H 1.925861 -0.727633 -1.872941 1.5 1.2 0.8 -0.32
H 1.564278 -1.972378 -3.112603 0.0 1.2 0.4 -0.06
H -0.123282 -0.015942 -3.001422 0.3 -1.3 1.5 0.03
H -0.748383 -1.533519 -2.980600 -0.3 -1.4 -0.1 -0.12
H -0.654711 -1.425639 -0.282593 -0.5 1.0 -0.6 -0.08
H -2.015138 -0.762225 -1.279382 -0.1 -0.1 0.1 -0.06
H 0.154363 1.098158 -0.766249 0.0 -0.3 0.5 -0.03
H -2.162492 0.901847 0.987638 -1.1 0.2 0.1 0.11
H -0.903750 -0.151466 1.499976 0.3 0.0 -0.6 -0.02
H -0.078104 2.519284 1.085734 2.0 3.4 -3.5 -0.59
H -0.895060 2.447777 2.356598 -1.8 0.6 1.3 -0.75
H 2.380896 0.166168 2.603541 0.2 0.9 -0.2 -0.21
H 0.804452 0.173978 2.917911 1.9 -0.3 -0.5 -0.08
O 1.635864 -0.385665 2.810981 -2.0 -0.5 0.6 0.23